DFT (ωB97M-V/def2-TZVPD) results for an isolated molecule of C19H27N5O3S.

CARTESIAN COORDINATES (ANGSTROEM)
S1 -0.91639 0.99040 1.46696
O1 -4.45517 0.62552 1.85341
O2 5.12107 1.57451 -0.83209
O3 0.96393 2.65752 0.65047
N1 0.12518 -1.42886 1.07511
N2 3.72631 -0.13115 -0.29164
N3 2.29908 -1.86322 0.26915
N4 -3.61178 -0.30955 -0.00418
N5 3.05500 2.12045 -0.09385
C1 -0.05622 -3.90983 -1.54949
C2 1.78930 1.80701 0.37823
C3 1.54439 0.39093 0.51081
C4 -2.31469 1.27534 -1.93678
C5 -3.72911 1.73339 -2.29903
C6 -2.22579 -0.16280 2.03671
C7 -3.52582 0.08251 1.28396
C8 -4.82192 0.05290 -0.72103
C9 4.72694 -1.12048 -0.63878
C10 4.04010 1.21184 -0.43128
C11 -4.76182 1.50322 -1.19906
C12 1.00015 -4.38621 -0.56119
C13 -2.13604 -0.24276 -2.01317
C14 -2.60670 -1.01127 -0.76078
C15 3.40522 3.52190 -0.25300
C16 2.51674 -0.55401 0.16583
C17 0.84595 -3.70805 0.80401
C18 0.32415 -0.11440 0.99256
C19 1.10810 -2.23975 0.71182
H1 0.02873 -2.83776 -1.71346
H2 -3.02412 -1.97801 -1.07389
H3 2.54268 4.11083 0.04989
H4 -1.62013 1.72978 -2.64724
H5 -0.15929 -3.86046 1.19710
H6 -2.41219 0.08017 3.08236
H7 -2.66941 -0.60804 -2.89325
H8 -4.53049 2.13018 -0.33660
H9 -1.05478 -4.11817 -1.17179
H10 -1.07843 -0.47117 -2.16419
H11 -2.04883 1.64074 -0.94400
H12 3.65905 3.72306 -1.29328
H13 -4.04647 1.21798 -3.20996
H14 4.35807 -1.74608 -1.45068
H15 0.06217 -4.41321 -2.50595
H16 1.99546 -4.16482 -0.94832
H17 -5.66478 -0.06102 -0.03387
H18 -5.74769 1.79289 -1.56722
H19 5.62581 -0.59140 -0.94675
H20 -1.75402 -1.22350 -0.12189
H21 0.91556 -5.46614 -0.42891
H22 -3.70331 2.80229 -2.52113
H23 4.93168 -1.75108 0.22512
H24 -1.83599 -1.17378 1.94666
H25 -4.94648 -0.63188 -1.56154
H26 1.57007 -4.13836 1.49851
H27 4.26754 3.75948 0.36904

Calculated values
Max |F|: 0.016 Eh/bohr
SMILES: CCCc1nc(SCC(=O)N2CCCCCC2)c2c(=O)n(C)c(=O)n(C)c2n1
Relative energy (zero: lowest compared OMol25 entry of this formula, charge and spin): 4.66 kcal/mol
HOMO energy: -0.330 Ha


DFT (ωB97M-V/def2-TZVPD) results for an isolated molecule of C19H27N5O4S.

CARTESIAN COORDINATES (ANGSTROEM)
S1 5.81730 -1.31005 -0.27947
O1 3.41723 1.22162 0.57470
O2 4.63416 -1.58691 -1.05839
O3 6.49685 -2.39589 0.38671
O4 -0.93164 -1.92476 1.56775
N1 -5.10944 -0.33757 -0.24109
N2 -2.81867 -0.36360 -0.91017
N3 -0.07516 -0.60364 -0.05602
N4 3.24947 -0.78120 1.59865
N5 -6.33308 -0.07032 -0.70727
C1 -6.11743 0.29788 -1.97134
C2 -0.13406 0.63744 -0.82720
C3 -1.09688 -1.13201 0.64752
C4 -4.80768 -0.77016 1.00953
C5 -3.32164 1.93414 -3.56772
C6 6.18099 1.23673 0.37132
C7 6.03897 -0.37845 2.31897
C8 6.99638 -0.38055 -1.26005
C9 -4.12205 -0.14434 -1.19282
C10 1.28051 -1.13500 0.15533
C11 -3.50716 -0.99878 1.30573
C12 3.94592 0.21527 1.01385
C13 5.46588 0.01210 0.95477
C14 -4.76912 0.27496 -2.34696
C15 1.79646 -0.78000 1.55796
C16 1.39886 -2.61813 -0.16184
C17 -2.52562 -0.76181 0.29565
C18 -4.13396 0.64117 -3.65168
C19 7.44654 0.74787 -0.33901
H1 -1.02305 1.20749 -0.58498
H2 -5.64437 -0.90770 1.67812
H3 1.42124 -1.48933 2.29132
H4 -3.48259 -0.17319 -3.97758
H5 0.74588 1.23194 -0.57660
H6 8.17773 0.37135 0.37880
H7 1.90351 -0.58924 -0.55319
H8 2.45018 -2.90614 -0.12826
H9 5.72647 0.36548 3.05260
H10 3.72422 -1.63616 1.83469
H11 -3.95379 2.77124 -3.26834
H12 6.45823 -0.00656 -2.12974
H13 -4.91482 0.73884 -4.40841
H14 1.03813 -2.81802 -1.17114
H15 5.70204 -1.35866 2.64944
H16 7.12694 -0.40775 2.28379
H17 -2.52437 1.83367 -2.83012
H18 0.82823 -3.21913 0.54350
H19 7.92210 1.54738 -0.90472
H20 -0.13574 0.43583 -1.89947
H21 1.45473 0.21842 1.82842
H22 -2.86734 2.17456 -4.52977
H23 6.39932 1.95072 1.16506
H24 7.78037 -1.06997 -1.56452
H25 -3.20017 -1.36634 2.27098
H26 -6.96558 0.57061 -2.58095
H27 5.51222 1.72745 -0.33598

Calculated values
Max |F|: 0.006 Eh/bohr
SMILES: CCc1cnn2ccc(C(=O)N(C)[C@H](C)CNC(=O)[C@]3(C)CCCS3(=O)=O)nc12
Relative energy (zero: lowest compared OMol25 entry of this formula, charge and spin): 53.49 kcal/mol
HOMO energy: -0.307 Ha


DFT (ωB97M-V/def2-TZVPD) results for an isolated molecule of C19H27NO4 at a distorted geometry.

CARTESIAN COORDINATES (ANGSTROEM)
O1 -3.78108 -1.80371 0.74086
O2 0.01737 0.43805 -0.83933
O3 -2.26779 2.67066 -0.12278
O4 0.48013 2.02504 0.83688
N1 -2.75574 0.41111 0.54946
C1 3.82494 0.58148 -0.78045
C2 -2.04466 1.73940 0.60051
C3 0.64610 1.41723 -0.16590
C4 -4.01971 0.28540 -0.27512
C5 5.10137 -1.87518 0.32126
C6 -4.52110 -1.03674 -0.09029
C7 4.75868 -0.41834 -1.55866
C8 3.04126 -0.46522 0.44542
C9 -5.79666 0.82307 -1.51693
C10 -1.00987 2.27102 2.84620
C11 -6.35839 -0.37671 -1.52035
C12 2.76252 1.26646 -1.90868
C13 4.19634 -1.15605 1.28416
C14 -5.71543 -1.44506 -0.91648
C15 1.72088 2.16639 -0.78112
C16 -4.41363 -3.19469 0.96300
C17 -4.56151 1.24791 -1.11182
C18 5.73925 -1.16557 -0.82565
C19 -0.76225 1.20164 1.42534
H1 4.83278 -0.43598 1.89427
H2 5.83952 -2.43789 1.27573
H3 2.31010 2.70491 -0.01316
H4 -6.06252 1.60052 -2.26968
H5 1.39232 2.87876 -1.60157
H6 -2.60517 -0.31579 0.97626
H7 3.54683 -1.59945 2.06337
H8 6.46250 -1.56407 -1.27655
H9 -3.92464 -3.66020 1.60153
H10 4.10606 -1.28552 -2.09279
H11 -6.19463 -2.13799 -0.79415
H12 2.38724 -1.22253 -0.11057
H13 6.42088 -0.37500 -0.39167
H14 -7.07983 -0.65703 -2.07301
H15 -5.44615 -3.13784 1.25701
H16 -1.95560 1.74334 3.46882
H17 -1.19699 3.05552 2.59686
H18 2.34592 0.27233 1.19888
H19 4.49231 -2.73409 -0.09063
H20 2.15740 0.15037 -2.15005
H21 5.20378 0.02279 -2.35934
H22 -0.63926 0.26942 1.84047
H23 -0.16287 2.13002 3.32036
H24 -3.90648 2.12401 -1.08617
H25 -4.32837 -3.71292 -0.09385
H26 3.38790 1.65868 -2.45736
H27 4.33597 1.05805 -0.23255

Calculated values
Max |F|: 0.388 Eh/bohr
SMILES: COc1ccccc1NC(=O)[C@H](C)OC(=O)CCC1CCCCC1
Relative energy (zero: lowest compared OMol25 entry of this formula, charge and spin): 477.75 kcal/mol
HOMO energy: -0.292 Ha


DFT (ωB97M-V/def2-TZVPD) results for a structure of composition C19H28AuGeN2O2S2Si.

CARTESIAN COORDINATES (ANGSTROEM)
Au1 -0.24256 -0.21763 -0.37688
Ge1 0.28244 -2.79137 1.94331
S1 -2.10230 -1.27079 -4.72303
S2 -2.06172 -2.92144 -2.24257
Si1 1.05736 1.41958 4.14296
O1 -0.34445 1.68077 -5.61290
O2 -0.08238 1.77918 -1.41097
N1 -0.66423 0.57790 -3.29264
N2 -0.98987 -0.47724 -2.44800
C1 -3.33149 -3.31194 -3.47305
C2 0.80020 5.06162 -5.04195
C3 -0.22624 1.65631 -2.65580
C4 -2.77132 -2.94972 -4.83380
C5 0.89393 0.08172 5.44386
C6 0.38966 3.90532 -5.67572
C7 -0.25928 -2.15670 0.20262
C8 2.86471 1.90080 4.00618
C9 0.87861 5.11537 -3.65343
C10 0.04423 2.77340 -4.93420
C11 0.22825 0.36480 1.42838
C12 2.16527 -2.43132 2.38339
C13 -1.62443 -1.41691 -3.02925
C14 0.15099 -4.76209 1.77168
C15 0.11793 2.81668 -3.53203
C16 0.48403 0.82432 2.52512
C17 -0.84422 -2.38424 3.51819
C18 0.05489 2.91619 4.66617
C19 0.53915 3.99491 -2.91789
H1 -1.32698 -2.42840 0.12975
H2 1.30438 0.42277 6.39829
H3 0.59187 3.99499 -1.83735
H4 -0.14825 -0.20201 5.59890
H5 0.75643 -5.10819 0.93276
H6 0.49597 -5.25832 2.68210
H7 -1.82529 -2.84418 3.37871
H8 2.41576 -2.85559 3.35925
H9 2.80451 -2.89533 1.63020
H10 1.43641 -0.81435 5.13504
H11 0.39034 3.30365 5.63164
H12 3.25191 2.27351 4.95827
H13 0.32539 3.84418 -6.75456
H14 2.36653 -1.36084 2.39658
H15 -1.98079 -3.64242 -5.12249
H16 0.14448 3.71325 3.92557
H17 1.20263 6.01943 -3.15481
H18 1.06339 5.92941 -5.63543
H19 -0.88398 -5.06090 1.59123
H20 3.00188 2.67568 3.24977
H21 -0.40251 -2.78332 4.43539
H22 -3.54291 -4.37809 -3.39008
H23 -3.54432 -2.94570 -5.60275
H24 -0.54574 0.98660 -4.93190
H25 -1.00262 2.65748 4.74979
H26 -0.97650 -1.30898 3.62269
H27 3.46156 1.03614 3.70823
H28 -4.24073 -2.74795 -3.26256

Calculated values
Max |F|: 0.005 Eh/bohr
Relative energy (zero: lowest compared OMol25 entry of this formula, charge and spin): 65.14 kcal/mol
HOMO energy (spin up / spin down): -0.131 / -0.131 Ha
Net charge: -1


DFT (ωB97M-V/def2-TZVPD) results for a structure of composition C19H28Br2Cl2NO5PTi at a distorted geometry.

CARTESIAN COORDINATES (ANGSTROEM)
Br1 0.39878 -2.99964 -0.85496
Br2 -2.96128 0.52362 -1.03527
Ti1 -1.58640 -4.92050 5.35325
Cl1 -0.00336 -3.28619 4.35248
Cl2 -4.57703 -2.00484 4.32989
P1 -1.40096 -1.94599 -1.69432
O1 -0.05039 0.61751 -1.90556
O2 -1.59664 -1.13975 0.83193
O3 -4.26043 0.54657 4.06623
O4 -2.57324 -2.81229 -1.00716
O5 2.43343 2.90810 -1.91435
N1 2.37188 -1.09603 -3.41855
C1 1.50434 2.28594 -2.76890
C2 -0.16530 0.27718 -0.55068
C3 -0.21657 -2.10461 2.83916
C4 1.76447 -1.86747 -5.61638
C5 1.04012 -1.29625 2.82428
C6 1.88763 3.44936 -0.70844
C7 1.29909 0.80352 -2.39349
C8 -2.06866 -0.50828 2.01019
C9 -1.53564 -1.44051 3.13174
C10 2.50689 -1.94334 -4.44331
C11 -1.61360 0.92163 2.26828
C12 -4.12527 -0.43879 3.48746
C13 -1.45317 -0.51808 -0.42811
C14 -3.61101 -0.60529 2.09435
C15 2.08132 2.76895 1.72854
C16 2.82744 3.15581 0.45669
C17 0.69327 0.04814 -4.70934
C18 0.83886 -0.84208 -5.75865
C19 1.47055 -0.12674 -3.56350
H1 1.23879 -0.82812 3.78253
H2 -0.20838 1.18748 0.04957
H3 0.54119 2.79603 -2.75691
H4 1.45746 1.90117 1.51455
H5 -0.28104 -2.78744 2.00156
H6 1.91085 2.37432 -3.77002
H7 3.24411 -2.72430 -4.33436
H8 -2.15312 1.63782 1.66056
H9 3.46621 4.01436 0.62965
H10 -1.84768 1.17031 3.29802
H11 0.65997 -0.36008 -0.23909
H12 -2.25258 -2.24745 3.25135
H13 2.78722 2.50991 2.51044
H14 1.45022 3.58056 2.07717
H15 -2.49453 -2.84687 -0.04453
H16 0.98132 -0.56345 2.02890
H17 -0.00958 0.86411 -4.76586
H18 3.45605 2.32604 0.14817
H19 0.90412 3.01513 -0.53109
H20 0.25620 -0.74052 -6.65874
H21 -3.92533 -1.56318 1.69492
H22 1.91707 -2.59678 -6.39363
H23 1.78685 4.52138 -0.85837
H24 -0.54696 1.06042 2.14881
H25 2.03629 0.56446 -1.63386
H26 1.89134 -1.93515 2.60338
H27 -1.49490 -0.90995 4.07773
H28 -4.09028 0.17015 1.50563

Calculated values
Max |F|: 0.041 Eh/bohr
Relative energy (zero: lowest compared OMol25 entry of this formula, charge and spin): 0.00 kcal/mol
HOMO energy: -0.470 Ha
Net charge: +2


Q: Look up the relative energy (zero: lowest compared OMol25 entry of this formula, charge and spin) of the fifth one.
A: 0.00 kcal/mol


Q: The highest max |F| belongs to which entry?
A: C19H27NO4


Q: Which formula does entry 5 have?
A: C19H28Br2Cl2NO5PTi


Q: Which value of relative energy (zero: lowest compared OMol25 entry of this formula, charge and spin) does entry 3 give?
A: 477.75 kcal/mol